Record 1
41
Properties=species:S:1:pos:R:3:mulliken_spin:R:1 method="wB97M-V/def2-TZVPD" homo_lumo_gap_ev="7.8 / 7.8" homo_ev="-7.73 / -7.70" multiplicity=3 largest_force_ev_per_a=6.3 energy_ev=-76974.806 s2=2.00 molar_mass_g_mol=392.9
Ni -2.6279 -14.4080 -17.1382 1.836
O -2.9455 -14.4526 -21.2743 0.001
C -2.5514 -15.3498 -20.3399 0.004
O -2.0512 -16.4427 -20.6410 0.000
O -2.6815 -14.9145 -19.1934 0.028
H -2.8945 -15.1644 -21.9164 0.001
O -6.3003 -16.4275 -16.7066 0.001
C -5.0501 -16.2767 -16.2551 0.004
O -4.6638 -17.0962 -15.4189 0.000
O -4.3321 -15.3351 -16.6139 0.033
H -6.2054 -17.3681 -16.5398 0.000
C -1.8800 -14.3578 -13.9047 0.000
O -2.1245 -13.5358 -15.0979 0.016
H -2.2185 -15.3603 -14.1663 0.000
H -0.8181 -14.3495 -13.6588 0.001
H -2.4561 -14.0130 -13.0460 0.000
H -2.2513 -12.6778 -14.6864 0.002
C 0.1761 -12.9149 -18.3136 0.004
O -0.8032 -13.3406 -17.7027 0.014
N 0.3220 -11.6621 -18.6576 0.000
N 1.0054 -13.6906 -18.8456 0.000
H 1.1308 -11.2845 -19.1302 0.000
H -0.3343 -11.0952 -18.1400 0.000
H 0.9917 -14.6104 -18.4287 0.000
H 1.7444 -13.2903 -19.4057 0.000
C -4.0374 -11.4183 -17.6449 0.003
O -3.3632 -12.3734 -17.5498 0.013
N -4.5352 -10.7643 -16.6612 0.000
N -4.4730 -10.8542 -18.7854 0.000
H -5.1358 -9.9803 -16.8726 0.000
H -4.2508 -11.1229 -15.7608 0.000
H -4.1595 -10.9827 -19.7369 0.000
H -4.9377 -9.9788 -18.5906 0.000
C -1.1213 -17.0717 -16.5616 0.004
O -1.3533 -15.8926 -16.5414 0.030
N 0.0260 -17.6222 -16.6399 0.001
N -2.0413 -17.9803 -16.4855 0.001
H 0.7258 -16.9378 -16.8890 0.000
H 0.0994 -18.6085 -16.8448 0.000
H -1.9318 -18.9794 -16.5855 0.000
H -2.9316 -17.6432 -16.1482 0.000

=====

Record 2
18
Properties=species:S:1:pos:R:3:lowdin_charge:R:1 method="wB97M-V/def2-TZVPD" smiles="CC(C)CC(=O)OO" homo_lumo_gap_ev=10.9 homo_ev=-10.37 multiplicity=1 largest_force_ev_per_a=2.6 energy_ev=-11487.013 molar_mass_g_mol=118.1
C -1.0105 1.5669 -0.7625 -0.086
C 0.0311 0.4504 -0.8738 -0.412
C -0.5251 -0.7027 -1.7067 -0.090
C 0.6188 0.0867 0.5104 -0.079
C 0.1808 -1.2029 1.1931 -0.419
O -0.7699 -1.8869 0.8409 0.107
O 0.9462 -1.5955 2.2674 0.003
O 1.7824 -0.4962 2.7381 -0.004
H -1.3404 1.8870 -1.7573 0.078
H -0.5859 2.4452 -0.2638 0.075
H -1.8893 1.2416 -0.1977 0.086
H 0.8637 0.8766 -1.4515 0.129
H -1.4869 -1.0565 -1.3210 0.077
H 0.1751 -1.5424 -1.7459 0.083
H -0.7047 -0.3736 -2.7366 0.078
H 0.4246 0.9073 1.2119 0.125
H 1.7047 0.0127 0.3696 0.128
H 1.5854 -0.6177 3.6854 0.120

=====

Record 3
10
Properties=species:S:1:pos:R:3:lowdin_charge:R:1 method="wB97M-V/def2-TZVPD" homo_lumo_gap_ev=8.8 homo_ev=-9.54 multiplicity=1 largest_force_ev_per_a=0.6 energy_ev=-10787.498 molar_mass_g_mol=101.1
N -0.0148 0.0125 -2.0831 0.218
C -0.0950 0.1937 -0.8402 -0.399
O -0.8517 -0.6011 0.0242 0.030
C -0.1997 -1.2220 1.0511 -0.314
O 0.9838 -1.3452 1.1428 0.109
C 0.5167 1.4211 -0.2085 -0.058
O 0.2177 1.6094 1.0390 0.023
H -0.5133 -0.8333 -2.3715 0.086
H -0.9561 -1.6170 1.7472 0.154
H 0.9126 2.3819 0.4990 0.151

=====

Record 4
54
Properties=species:S:1:pos:R:3:lowdin_charge:R:1 method="wB97M-V/def2-TZVPD" smiles="CCCC[C@H]1CC[C@@H](C(=O)N(C)CC(=O)Nc2cccc(F)c2)CC1" homo_lumo_gap_ev=9.2 homo_ev=-8.52 multiplicity=1 largest_force_ev_per_a=0.6 energy_ev=-31005.170 molar_mass_g_mol=348.5
C -2.8497 2.4514 -5.2881 -0.114
C -1.4037 2.8708 -5.5253 -0.272
C -0.3964 2.0112 -4.7605 -0.223
C -0.4936 2.1854 -3.2455 -0.183
C 0.6600 1.5315 -2.4787 -0.335
C 0.6201 1.9495 -1.0087 -0.163
C 1.7563 1.3182 -0.2089 -0.142
C 1.7853 -0.2103 -0.3260 -0.228
C 0.6218 -0.8450 0.4163 -0.402
O -0.3106 -0.1873 0.8664 0.033
N 0.6244 -2.1896 0.5714 -0.079
C 1.7192 -3.1031 0.3454 -0.029
C -0.5579 -2.8141 1.1486 -0.051
C -0.4718 -2.8603 2.6820 -0.437
O -0.2628 -3.8905 3.2849 0.073
N -0.6295 -1.6281 3.2205 0.144
C -0.5763 -1.2454 4.5589 -0.208
C -0.4462 -2.1529 5.6078 -0.017
C -0.4082 -1.6979 6.9132 -0.073
C -0.4973 -0.3471 7.2028 -0.025
C -0.6256 0.5381 6.1477 -0.278
F -0.7124 1.8609 6.4073 0.055
C -0.6675 0.1184 4.8344 0.054
C 1.7873 -0.6138 -1.8071 -0.139
C 0.6097 0.0057 -2.5536 -0.148
H -3.5202 3.0375 -5.9127 0.067
H -3.1344 2.6037 -4.2506 0.064
H -2.9857 1.3999 -5.5328 0.073
H -1.2779 3.9169 -5.2367 0.104
H -1.1853 2.7953 -6.5935 0.102
H -0.5548 0.9646 -5.0273 0.105
H 0.6113 2.2874 -5.0820 0.113
H -1.4352 1.7699 -2.8833 0.117
H -0.4945 3.2549 -3.0197 0.120
H 1.6071 1.8707 -2.9167 0.146
H -0.3319 1.6451 -0.5743 0.111
H 0.6938 3.0363 -0.9295 0.118
H 1.6558 1.5971 0.8416 0.118
H 2.7121 1.7044 -0.5721 0.121
H 2.7119 -0.5608 0.1439 0.138
H 2.6562 -2.5751 0.1995 0.086
H 1.5250 -3.7304 -0.5296 0.098
H 1.8199 -3.7520 1.2180 0.100
H -1.4371 -2.2378 0.8489 0.134
H -0.6368 -3.8339 0.7684 0.133
H -0.7388 -0.8663 2.5461 0.109
H -0.3753 -3.2056 5.3925 0.097
H -0.3082 -2.4089 7.7188 0.107
H -0.4695 0.0211 8.2154 0.113
H -0.7686 0.8392 4.0375 0.127
H 1.7557 -1.6993 -1.9100 0.102
H 2.7193 -0.2630 -2.2576 0.125
H -0.3274 -0.3434 -2.1137 0.129
H 0.6389 -0.3234 -3.5935 0.112